[1]
{"formula": "C22H35N3O3S", "method": "ωB97M-V/def2-TZVPD", "symbols": ["S", "O", "O", "O", "N", "N", "N", "C", "C", "C", "C", "C", "C", "C", "C", "C", "C", "C", "C", "C", "C", "C", "C", "C", "C", "C", "C", "C", "C", "H", "H", "H", "H", "H", "H", "H", "H", "H", "H", "H", "H", "H", "H", "H", "H", "H", "H", "H", "H", "H", "H", "H", "H", "H", "H", "H", "H", "H", "H", "H", "H", "H", "H", "H"], "coordinates": [[-0.37, 0.68, 2.95], [-4.73, 2.11, -0.29], [-0.47, 0.18, 4.29], [-0.60, -0.24, 1.87], [-1.09, -0.36, -2.16], [-3.19, 0.54, -0.83], [-1.34, 2.04, 2.78], [-2.36, -0.44, -2.86], [5.48, -2.55, -0.81], [3.58, -1.77, -2.07], [-3.25, 1.26, 1.43], [-3.33, 0.59, -2.27], [2.65, -0.65, -2.46], [-0.23, 0.70, -2.62], [-0.36, -1.60, -2.04], [2.30, 0.30, 2.82], [1.69, -0.31, -1.31], [-1.99, 2.15, 1.49], [4.20, -4.10, -2.12], [-3.83, 1.36, 0.02], [4.64, -1.53, -1.21], [0.73, -1.45, -0.97], [-3.51, 1.58, 3.88], [1.28, 1.41, 2.72], [3.37, -3.07, -2.52], [-2.21, 2.38, 3.89], [-4.21, 1.69, 2.53], [0.87, 0.95, -1.59], [5.26, -3.84, -1.26], [1.27, 1.88, 1.74], [2.54, -3.27, -3.19], [0.40, 1.27, -0.66], [2.31, -0.12, -0.42], [1.52, 1.76, -1.94], [-4.15, 1.93, 4.69], [-2.26, -0.28, -3.95], [-1.27, 1.84, 0.74], [-2.77, -1.44, -2.70], [2.10, -0.46, 2.07], [-5.10, 1.07, 2.51], [-1.64, 2.18, 4.80], [-4.36, 0.35, -2.55], [5.91, -4.65, -0.95], [3.24, 0.24, -2.70], [6.30, -2.35, -0.14], [-2.42, 3.45, 3.83], [1.28, -2.38, -0.87], [0.24, -1.22, -0.02], [0.09, -1.91, -3.00], [-2.27, 3.19, 1.33], [1.39, 2.15, 3.50], [-2.93, 0.23, 1.61], [2.09, -0.93, -3.35], [3.31, 0.68, 2.68], [-4.52, 2.73, 2.35], [-3.11, 1.60, -2.64], [0.22, 0.46, -3.60], [4.82, -0.52, -0.85], [2.23, -0.17, 3.80], [-0.82, 1.61, -2.74], [-3.26, 0.53, 4.08], [-1.05, -2.39, -1.73], [4.03, -5.10, -2.48], [-2.34, 0.06, -0.54]], "lowdin_charge": [0.651, 0.076, -0.278, -0.298, -0.201, 0.072, -0.231, -0.170, -0.085, -0.239, -0.225, -0.156, -0.120, -0.172, -0.173, -0.120, -0.307, -0.157, -0.084, -0.474, -0.046, -0.125, -0.163, -0.267, -0.050, -0.199, -0.145, -0.131, -0.097, 0.089, 0.111, 0.092, 0.126, 0.118, 0.115, 0.126, 0.101, 0.120, 0.065, 0.124, 0.112, 0.125, 0.099, 0.124, 0.101, 0.130, 0.115, 0.090, 0.120, 0.147, 0.100, 0.137, 0.106, 0.080, 0.123, 0.117, 0.126, 0.113, 0.078, 0.121, 0.115, 0.124, 0.102, 0.124], "molar_mass_g_mol": 421.6, "lumo_energy_ev": 0.600, "gap_ev": 9.37, "de_lowest_kj_mol": 54.06, "energy_ha": -1647.51539}

***

[2]
{"formula": "C38H41BrClF18N2O12", "method": "ωB97M-V/def2-TZVPD", "symbols": ["Br", "Cl", "F", "F", "F", "F", "F", "F", "F", "F", "F", "F", "F", "F", "F", "F", "F", "F", "F", "F", "O", "O", "O", "O", "O", "O", "O", "O", "O", "O", "O", "O", "N", "N", "C", "C", "C", "C", "C", "C", "C", "C", "C", "C", "C", "C", "C", "C", "C", "C", "C", "C", "C", "C", "C", "C", "C", "C", "C", "C", "C", "C", "C", "C", "C", "C", "C", "C", "C", "C", "C", "C", "H", "H", "H", "H", "H", "H", "H", "H", "H", "H", "H", "H", "H", "H", "H", "H", "H", "H", "H", "H", "H", "H", "H", "H", "H", "H", "H", "H", "H", "H", "H", "H", "H", "H", "H", "H", "H", "H", "H", "H", "H"], "coordinates": [[1.49, -1.55, -0.33], [4.79, 3.50, -0.08], [-0.40, -0.31, -8.46], [-2.50, 1.61, 11.21], [-0.39, 1.13, 11.33], [8.38, -1.62, -4.71], [-1.33, -4.38, 6.42], [-2.79, -5.66, 7.39], [-1.58, -0.68, 2.34], [-7.43, 2.65, -9.94], [-3.44, -3.90, 6.31], [0.23, -0.95, -10.43], [-0.55, -2.40, -9.02], [-2.85, -1.01, 0.61], [7.75, 0.16, -5.78], [-8.07, 3.29, -7.98], [-3.73, -0.86, 2.59], [9.85, -0.34, -5.66], [-1.85, -0.16, 12.28], [-8.22, 1.20, -8.53], [7.59, 0.72, -3.13], [2.28, -0.79, -7.89], [-2.07, -3.14, 3.35], [-1.33, -3.18, 8.93], [9.85, 0.84, -3.15], [-5.53, 0.89, -8.59], [-0.39, 2.31, 13.84], [-5.40, 2.81, -7.39], [-2.83, -3.71, 1.28], [2.14, -2.71, -9.09], [-2.65, 2.17, 13.86], [-3.59, -3.33, 8.96], [0.67, 1.11, -1.21], [0.76, 2.42, -1.49], [-2.68, 2.88, 15.10], [1.78, 0.42, -0.61], [-0.60, -0.27, -3.03], [-6.02, 2.06, -8.11], [0.24, -1.30, -9.12], [7.56, 1.43, -1.89], [8.82, 0.48, -3.66], [-7.43, 2.30, -8.63], [-0.66, -5.11, 3.08], [3.49, -3.04, -8.70], [3.17, 0.96, -0.15], [0.94, 3.06, -6.20], [2.04, 4.63, -1.58], [-2.53, -2.87, 2.10], [3.31, 2.53, -0.48], [-2.37, -3.55, 8.43], [-0.17, 0.84, -4.12], [-1.94, -4.54, 3.67], [-2.48, -4.37, 7.14], [-0.65, 0.43, -1.56], [-4.15, 0.00, -6.79], [-3.62, -2.60, 10.20], [1.99, 3.06, -1.16], [-1.54, 1.14, 12.04], [-4.18, 0.57, -8.20], [-3.45, -1.11, 9.96], [-1.42, 1.95, 13.33], [-1.17, 1.80, -4.89], [-0.63, 2.90, -5.92], [1.65, -1.54, -8.61], [2.18, 5.83, -2.12], [8.70, -0.33, -4.95], [1.37, 1.01, -4.45], [7.74, 2.92, -2.12], [3.53, -3.61, -7.30], [1.96, 2.09, -5.47], [-2.67, -1.36, 1.91], [-2.52, 4.37, 14.87], [3.10, 2.18, -5.69], [-3.82, -0.18, -8.90], [4.01, 0.35, 0.36], [3.84, -3.79, -9.41], [-3.66, 2.69, 15.56], [0.07, -1.20, -3.08], [2.18, 6.68, -2.91], [-0.52, -6.15, 3.39], [-4.82, -0.86, -6.71], [2.85, -4.47, -7.21], [6.99, 3.29, -2.83], [-1.41, 3.59, -6.45], [-3.14, -0.31, -6.52], [1.31, 3.88, -6.92], [8.32, 1.04, -1.20], [-3.53, 1.45, -8.29], [-1.54, 4.60, 14.44], [6.58, 1.25, -1.44], [-3.55, -0.56, 10.89], [-2.48, -0.89, 9.52], [0.21, -4.52, 3.39], [8.72, 3.14, -2.55], [7.64, 3.47, -1.18], [-1.43, 1.30, -1.66], [-4.59, -2.79, 10.65], [-3.27, 4.74, 14.17], [3.20, -2.87, -6.56], [-1.89, -4.61, 4.76], [-1.70, -0.59, -3.27], [2.16, 0.33, -3.93], [-2.30, 1.70, -4.72], [-4.21, -0.75, 9.25], [-2.86, -2.98, 10.88], [-0.68, -5.08, 1.98], [4.14, -2.17, -8.80], [-4.48, 0.74, -6.06], [4.54, -3.93, -7.04], [-2.61, 4.92, 15.81], [-1.04, -0.25, -0.72], [-2.82, -5.10, 3.35], [-1.92, 2.50, 15.79]], "lowdin_charge": [0.762, 0.692, 0.139, 0.143, 0.157, 0.152, 0.122, 0.164, 0.137, 0.156, 0.153, 0.158, 0.150, 0.130, 0.148, 0.154, 0.165, 0.161, 0.138, 0.153, 0.014, 0.147, 0.030, 0.166, 0.172, 0.023, 0.165, 0.152, 0.161, 0.023, 0.017, 0.023, -0.135, 0.171, -0.205, -0.436, -0.141, -0.354, -0.499, -0.215, -0.352, -0.500, -0.051, -0.202, 0.017, -0.052, -0.050, -0.361, -0.430, -0.354, -0.189, -0.203, -0.482, -0.139, -0.066, -0.193, -0.154, -0.493, -0.203, -0.066, -0.356, -0.022, -0.037, -0.356, 0.121, -0.500, -0.051, -0.077, -0.064, -0.054, -0.494, -0.063, 0.097, 0.129, 0.133, 0.130, 0.127, 0.102, 0.087, 0.089, 0.086, 0.085, 0.083, 0.097, 0.069, 0.089, 0.131, 0.124, 0.077, 0.098, 0.061, 0.081, 0.084, 0.083, 0.062, 0.158, 0.130, 0.084, 0.071, 0.081, 0.137, 0.090, 0.088, 0.090, 0.129, 0.072, 0.127, 0.070, 0.084, 0.085, 0.096, 0.137, 0.128], "molar_mass_g_mol": 1175.1, "lumo_energy_ev": -5.310, "gap_ev": 5.86, "total_charge": 1, "energy_ha": -7316.14319}

***

[3]
{"formula": "C16H35F3MnN4O8S", "method": "ωB97M-V/def2-TZVPD", "symbols": ["Mn", "S", "F", "F", "F", "O", "O", "O", "O", "O", "O", "O", "O", "N", "N", "N", "N", "C", "C", "C", "C", "C", "C", "C", "C", "C", "C", "C", "C", "C", "C", "C", "C", "H", "H", "H", "H", "H", "H", "H", "H", "H", "H", "H", "H", "H", "H", "H", "H", "H", "H", "H", "H", "H", "H", "H", "H", "H", "H", "H", "H", "H", "H", "H", "H", "H", "H", "H"], "coordinates": [[0.05, -0.42, 0.03], [-1.30, 0.14, 3.20], [-3.61, -0.19, 1.84], [-3.84, 0.24, 3.90], [-3.22, 1.77, 2.44], [-1.42, -0.96, 4.21], [0.26, -2.55, 0.53], [0.02, 1.65, -0.45], [1.96, -0.19, 0.66], [-0.65, -0.33, 1.92], [-0.71, 1.37, 3.73], [0.39, -1.10, -2.02], [-2.10, -0.57, -0.39], [3.36, 0.58, 2.33], [1.01, -4.42, 1.65], [0.52, 3.88, -0.78], [-3.60, 0.50, -1.71], [0.38, 5.20, -0.47], [4.74, 0.57, 2.80], [0.82, -5.77, 2.13], [0.66, -2.22, -4.31], [-0.16, -1.52, -3.24], [2.41, 1.68, 2.73], [1.64, 3.65, -1.68], [-3.13, 0.52, 2.82], [3.01, -0.28, 1.30], [-2.98, -0.60, -1.24], [-4.61, 0.39, -2.79], [-0.73, -0.27, -4.00], [-0.16, 2.84, -0.17], [-3.22, 1.89, -1.44], [0.40, -3.77, 0.69], [1.98, -3.66, 2.56], [0.54, -5.84, 3.18], [-3.35, -1.52, -1.71], [1.97, -3.57, 3.65], [-5.60, 0.63, -2.42], [0.36, 5.86, -1.34], [1.39, 1.70, 2.34], [1.26, 4.29, -2.49], [1.75, -6.34, 2.16], [1.53, 2.59, -1.90], [0.71, -3.29, -4.08], [2.43, 1.88, 3.80], [-2.79, 1.92, -0.44], [5.53, 0.08, 2.24], [1.71, -2.62, 2.36], [-1.29, 0.40, -3.34], [0.42, -2.11, -5.37], [1.26, 5.55, 0.07], [-4.82, -0.50, -3.39], [-0.51, 5.59, 0.02], [1.70, -1.89, -4.26], [-2.78, 2.40, -2.29], [-0.23, -4.61, 0.34], [-4.30, 1.19, -3.47], [-4.16, 2.44, -1.42], [2.60, 3.84, -1.20], [4.72, 0.07, 3.77], [5.25, 1.53, 2.82], [3.03, -3.83, 2.33], [-1.41, -0.40, -4.84], [2.98, 2.53, 2.36], [-0.91, 3.28, 0.51], [0.14, 0.30, -4.33], [3.71, -1.11, 1.16], [-1.02, -2.19, -3.14], [0.04, -6.27, 1.55]], "lowdin_charge": [0.839, 0.618, 0.159, 0.161, 0.148, -0.329, -0.043, -0.064, -0.072, -0.420, -0.322, 0.024, -0.046, -0.137, -0.136, -0.206, -0.152, -0.110, -0.062, -0.046, -0.058, -0.444, 0.014, 0.000, -0.713, -0.239, -0.288, -0.036, -0.018, -0.206, -0.023, -0.262, -0.002, 0.100, 0.156, 0.100, 0.093, 0.097, 0.062, 0.105, 0.095, 0.085, 0.083, 0.099, 0.082, 0.090, 0.062, 0.055, 0.092, 0.106, 0.094, 0.108, 0.089, 0.096, 0.146, 0.083, 0.095, 0.108, 0.096, 0.092, 0.088, 0.097, 0.084, 0.159, 0.090, 0.151, 0.143, 0.092], "molar_mass_g_mol": 555.5, "lumo_energy_ev": [-1.892, -5.465], "gap_ev": [9.45, 6.01], "multiplicity": 7, "s_squared": 12.01, "total_charge": 1, "energy_ha": -3300.09651}

***

[4]
{"formula": "C23H23Br2MoN2O9PSTe", "method": "ωB97M-V/def2-TZVPD", "symbols": ["Te", "Mo", "Br", "Br", "S", "P", "O", "O", "O", "O", "O", "O", "O", "O", "O", "N", "N", "C", "C", "C", "C", "C", "C", "C", "C", "C", "C", "C", "C", "C", "C", "C", "C", "C", "C", "C", "C", "C", "C", "C", "H", "H", "H", "H", "H", "H", "H", "H", "H", "H", "H", "H", "H", "H", "H", "H", "H", "H", "H", "H", "H", "H", "H"], "coordinates": [[2.50, 2.64, 2.46], [1.21, -1.30, -0.07], [1.17, -0.54, -5.01], [-1.16, -5.67, -5.14], [-1.48, -1.12, 0.64], [2.01, 2.17, 0.10], [4.06, -2.48, 0.68], [1.41, -1.30, -1.91], [2.47, -0.53, 2.40], [1.18, 1.21, 3.00], [-0.91, -0.43, -0.54], [3.17, 2.62, -0.81], [-2.11, -2.39, 0.44], [0.77, 3.02, -0.30], [1.76, 0.69, 0.01], [-0.04, -1.32, 1.46], [0.59, -3.31, -0.73], [1.42, -0.06, 2.78], [-0.36, -5.49, -0.59], [-4.07, 0.27, 3.30], [4.60, 2.68, -0.49], [-3.63, 2.03, 1.73], [-0.58, -5.53, -1.95], [-4.31, 1.57, 2.85], [-3.19, -0.56, 2.64], [0.22, -4.36, -0.01], [-5.31, 2.45, 3.55], [0.64, -2.07, -4.10], [0.21, 2.97, -1.67], [0.40, -3.35, -2.08], [3.06, -2.05, 0.45], [0.03, -3.15, -4.80], [4.94, 3.99, 0.15], [-0.37, -4.28, -4.15], [-2.50, -0.06, 1.53], [0.83, -2.21, -2.76], [0.18, -0.93, 2.86], [0.27, 4.35, -2.26], [-0.20, -4.43, -2.74], [-2.72, 1.23, 1.06], [0.38, -4.30, 1.06], [4.85, 1.81, 0.13], [-0.80, 2.60, -1.54], [-6.21, 2.55, 2.94], [-0.20, 4.34, -3.24], [4.53, 4.10, 1.16], [-3.05, -1.58, 2.97], [4.60, 4.83, -0.45], [5.09, 2.56, -1.45], [-2.19, 1.60, 0.19], [-0.64, -6.32, 0.04], [6.03, 4.07, 0.26], [-4.60, -0.10, 4.16], [-0.11, -3.05, -5.87], [0.77, 2.24, -2.25], [-4.90, 3.44, 3.71], [0.39, -1.81, 3.47], [-1.04, -6.39, -2.41], [1.30, 4.69, -2.37], [-0.27, 5.06, -1.63], [-3.82, 3.04, 1.37], [-5.60, 2.03, 4.51], [-0.68, -0.40, 3.25]], "lowdin_charge": [1.406, 1.664, 0.886, 0.893, 0.671, 0.277, 0.224, -0.236, 0.008, -0.411, -0.365, -0.222, -0.233, -0.244, -0.438, -0.316, -0.019, -0.629, 0.006, 0.000, -0.223, -0.003, 0.033, -0.228, -0.046, -0.078, -0.022, -0.592, -0.208, -0.157, -0.123, -0.123, -0.070, -0.597, -0.321, -0.319, -0.092, -0.049, -0.157, -0.025, 0.128, 0.116, 0.113, 0.102, 0.096, 0.023, 0.130, 0.098, 0.133, 0.102, 0.127, 0.102, 0.129, 0.111, 0.115, 0.094, 0.144, 0.106, 0.086, 0.092, 0.130, 0.087, 0.117], "molar_mass_g_mol": 917.8, "lumo_energy_ev": -7.777, "gap_ev": 6.05, "total_charge": 2, "de_lowest_kj_mol": 0.56, "energy_ha": -7900.30194}

***

[5]
{"formula": "C4H9N2", "method": "ωB97M-V/def2-TZVPD", "symbols": ["N", "N", "C", "C", "C", "C", "H", "H", "H", "H", "H", "H", "H", "H", "H"], "coordinates": [[-3.03, -0.16, -0.13], [0.75, 0.00, 0.04], [-0.54, -0.24, -0.11], [-1.72, 0.45, 0.06], [3.11, 0.21, -0.25], [1.89, -0.19, 0.52], [3.57, -0.76, -0.53], [2.86, 0.93, -1.09], [3.83, 0.71, 0.36], [-0.69, -1.28, -0.56], [-3.27, -1.10, -0.14], [-1.80, 1.41, 0.63], [-3.45, 0.14, -1.00], [2.07, -0.44, 1.53], [-3.58, 0.32, 0.66]], "lowdin_charge": [0.163, 0.087, -0.137, -0.125, -0.044, -0.129, 0.102, 0.111, 0.065, 0.158, 0.133, 0.129, 0.158, 0.123, 0.207], "molar_mass_g_mol": 85.1, "lumo_energy_ev": -3.490, "gap_ev": 8.98, "total_charge": 1, "de_lowest_kj_mol": 300.17, "energy_ha": -266.98496}

***

[6]
{"formula": "C4H12", "method": "ωB97M-V/def2-TZVPD", "symbols": ["C", "C", "C", "C", "H", "H", "H", "H", "H", "H", "H", "H", "H", "H", "H", "H"], "coordinates": [[-2.23, -0.67, 0.19], [-1.39, -0.27, -0.94], [1.49, 1.00, 0.01], [2.12, -0.12, 0.74], [-0.63, -0.96, -1.32], [-1.93, 0.12, -1.79], [1.53, 0.89, -1.08], [-0.71, 0.58, -0.46], [-1.75, -1.26, 0.98], [2.01, 1.94, 0.27], [0.37, 1.27, 0.09], [1.80, -0.23, 1.78], [-3.04, -1.34, -0.21], [1.96, -1.14, 0.39], [3.22, 0.03, 0.78], [-2.82, 0.17, 0.58]], "lowdin_charge": [-0.081, -0.048, -0.104, -0.120, 0.117, 0.112, 0.099, 0.133, 0.100, 0.119, 0.112, 0.093, 0.157, 0.080, 0.115, 0.115], "molar_mass_g_mol": 60.1, "lumo_energy_ev": [-3.006, -10.457], "gap_ev": [13.60, 5.92], "multiplicity": 2, "s_squared": 0.76, "total_charge": 1, "de_lowest_kj_mol": 12.36, "energy_ha": -159.16513}